1.
C44H112N10O6 | ωB97M-V/def2-TZVPD

Geometry (Å):
N: 3.6473 0.5859 1.8154
H: 3.3335 -0.1155 1.1600
H: 2.7761 0.8669 2.2422
H: 4.1467 1.2940 1.2964
H: 4.2853 0.1632 2.4745
N: -2.8445 3.6813 5.0135
H: -2.4011 3.3350 4.1747
H: -2.8276 3.0751 5.8211
H: -3.8016 3.7885 4.7092
H: -2.3781 4.5644 5.1642
N: 3.8688 -6.5677 -1.4907
H: 3.8658 -6.8502 -2.4604
H: 3.8500 -7.3758 -0.8850
H: 3.1662 -5.8791 -1.2620
H: 4.7858 -6.1980 -1.2846
N: 0.2942 -5.1961 3.7908
H: 0.6061 -4.9593 2.8598
H: 0.1624 -4.4068 4.4069
H: 0.9917 -5.7680 4.2452
H: -0.5636 -5.7285 3.8210
C: 10.5693 -5.0070 4.2940
C: 10.3506 -5.4598 2.9049
C: 9.0480 -5.1232 2.1456
O: 8.7019 -5.8789 1.2330
C: 8.2461 -4.0874 2.7654
C: 8.6001 -3.5786 3.9685
C: 9.7979 -4.0608 4.8562
O: 10.0462 -3.7927 6.1312
O: 7.8444 -2.5641 4.1893
O: 11.2402 -6.1625 2.4138
H: 11.3538 -5.5438 4.8067
H: 7.3407 -3.7559 2.2788
O: 0.4076 -2.0251 -0.2891
C: -0.4724 -1.1526 -0.9804
C: -1.3220 0.0074 -0.2282
O: -0.8380 1.2080 0.4776
H: -1.0836 -1.8061 -1.6029
H: 0.1845 -0.6316 -1.6769
H: -1.8345 -0.5778 0.5353
H: -2.1626 0.2701 -0.8704
C: 5.1474 -6.0003 -7.1010
C: 4.5530 -7.4030 -7.0692
N: 3.3884 -7.5432 -6.2859
C: 2.2463 -6.8185 -6.9780
C: 0.9601 -6.9604 -6.2516
C: 3.0484 -9.0254 -6.0879
C: 2.6351 -9.7765 -7.3787
H: 4.5360 -5.2734 -7.6358
H: 6.1030 -6.0487 -7.6232
H: 5.2077 -5.5748 -6.0993
H: 4.4514 -7.6921 -8.1152
H: 5.3535 -8.0576 -6.7246
H: 2.3807 -5.7368 -6.9892
H: 1.9887 -7.1603 -7.9805
H: 1.1220 -7.0073 -5.1747
H: 0.3399 -6.1157 -6.5516
H: 0.4792 -7.8570 -6.6427
H: 2.4122 -9.0841 -5.2047
H: 3.8936 -9.4685 -5.5613
H: 3.5598 -9.7001 -7.9507
H: 1.8170 -9.4235 -8.0065
H: 2.5518 -10.8566 -7.2582
C: -2.6363 -8.1249 6.3637
C: -3.3103 -8.3134 5.0165
N: -3.8839 -7.0156 4.4840
C: -4.6568 -7.1760 3.2341
C: -3.7060 -7.3571 2.1258
C: -4.5407 -6.1229 5.4495
C: -5.0084 -4.7333 4.9075
H: -3.4358 -8.1283 7.1046
H: -2.1123 -7.1776 6.4903
H: -1.9111 -8.9038 6.5994
H: -2.5384 -8.8157 4.4335
H: -4.0800 -9.0817 5.0902
H: -5.2372 -8.0879 3.3744
H: -5.4125 -6.4022 3.0991
H: -3.4479 -6.4109 1.6502
H: -2.7106 -7.7588 2.3156
H: -4.1479 -8.1458 1.5169
H: -3.8557 -5.8812 6.2621
H: -5.4255 -6.5935 5.8784
H: -4.1150 -4.3743 4.3963
H: -5.1180 -3.9781 5.6858
H: -5.8476 -4.6045 4.2240
C: 6.5445 1.9020 -2.8794
C: 6.8910 3.3669 -2.6257
N: 6.1023 3.9517 -1.5995
C: 6.8138 5.0844 -1.0174
C: 7.9954 4.5891 -0.1788
C: 4.7584 4.2373 -2.0902
C: 4.7406 5.4069 -3.1604
H: 6.6796 1.2102 -2.0479
H: 7.2446 1.5735 -3.6476
H: 5.6003 1.9620 -3.4206
H: 7.9441 3.3087 -2.3506
H: 6.8667 4.0042 -3.5096
H: 6.9865 5.8941 -1.7264
H: 6.2252 5.5220 -0.2111
H: 8.2688 5.3503 0.5519
H: 7.9630 3.6822 0.4251
H: 8.8962 4.6176 -0.7917
H: 4.1871 4.7088 -1.2907
H: 4.2095 3.3444 -2.3895
H: 3.7665 5.6611 -3.5784
H: 5.2952 5.2188 -4.0797
H: 5.1529 6.3747 -2.8749
C: -8.2504 4.7865 7.3674
C: -8.3681 5.6480 6.0368
N: -7.9920 4.9508 4.7316
C: -8.1490 5.8565 3.5983
C: -9.6492 6.1824 3.1464
C: -8.8143 3.7780 4.5464
C: -8.3969 3.1333 3.2587
H: -7.1874 4.8001 7.6081
H: -8.6894 3.7902 7.3159
H: -8.6392 5.2639 8.2669
H: -9.4363 5.8193 5.9038
H: -7.7901 6.5609 6.1803
H: -7.4562 5.6170 2.7917
H: -7.6710 6.7797 3.9260
H: -10.0897 5.3389 2.6147
H: -9.6209 7.0179 2.4470
H: -10.2992 6.4465 3.9805
H: -8.4408 3.0712 5.2873
H: -9.8965 3.7534 4.6739
H: -8.4745 2.0526 3.1390
H: -8.8776 3.6505 2.4283
H: -7.3159 3.2437 3.1726
C: -1.6253 8.6517 7.4493
C: -0.3548 8.3442 6.7456
N: -0.4012 7.8597 5.3526
C: 0.8455 7.4506 4.7862
C: 1.7423 6.6629 5.7620
C: -1.1842 8.7321 4.5197
C: -0.5938 10.1126 4.2658
H: -2.0906 9.6121 7.2273
H: -1.3629 8.6460 8.5072
H: -2.3425 7.8481 7.6166
H: 0.2714 9.2161 6.9348
H: 0.0705 7.5592 7.3709
H: 0.5817 6.8500 3.9157
H: 1.4168 8.2682 4.3465
H: 1.1487 5.8427 6.1657
H: 2.7122 6.2832 5.4408
H: 2.0692 7.2069 6.6482
H: -2.1464 8.9565 4.9801
H: -1.6348 8.2556 3.6490
H: 0.2253 9.9901 3.5572
H: -0.1858 10.6537 5.1195
H: -1.2523 10.7750 3.7038
C: -4.0583 2.2023 -8.2264
C: -3.0702 2.7526 -9.3070
N: -2.3802 1.7171 -9.9863
C: -1.5292 0.9091 -9.0716
C: -0.3710 1.6970 -8.3873
C: -3.0686 0.8414 -11.0006
C: -3.3227 1.6863 -12.2804
H: -3.7282 1.6943 -7.3203
H: -4.7181 3.0005 -7.8864
H: -4.7095 1.5288 -8.7835
H: -2.5766 3.6117 -8.8527
H: -3.6792 3.2234 -10.0787
H: -1.0043 0.2269 -9.7402
H: -1.9735 0.2012 -8.3719
H: 0.3758 0.9356 -8.1622
H: -0.9201 2.2332 -7.6132
H: -0.0761 2.3892 -9.1760
H: -3.9650 0.4265 -10.5398
H: -2.5552 -0.0608 -11.3332
H: -3.7116 1.0289 -13.0580
H: -2.4278 2.1940 -12.6405
H: -4.0870 2.4559 -12.1727

Cartesian forces (eV/Å) of the 2 atoms listed first:
N -0.01 -0.64 -0.31
H -0.15 -0.76 -0.73

Total charge: 0
Molecular weight in g/mol: 877.444
Gap between HOMO and LUMO in eV: 1.392
E in eV: -74603.2509
HOMO energy in eV: -3.48
Lowest unoccupied orbital energy in eV: -2.1

2.
C44H112N8O14 | ωB97M-V/def2-TZVPD

Geometry (Å):
C: -2.4259 1.2121 -7.2900
O: -1.7491 1.5438 -8.5070
C: -0.3444 1.8527 -8.3550
C: 0.3675 2.2036 -9.7582
N: -0.2466 3.5101 -10.1706
C: 0.4780 4.0588 -11.3693
C: -0.2899 5.2880 -11.7486
O: -0.4596 6.3172 -10.7826
C: -1.3050 7.3961 -11.2269
H: -2.1336 0.2173 -6.9537
H: -3.4514 0.9314 -7.5304
H: -2.4323 1.8756 -6.4253
H: 0.1299 0.9560 -7.9560
H: -0.2929 2.6067 -7.5695
H: 0.1301 1.4846 -10.5424
H: 1.4547 2.2802 -9.7714
H: -0.3163 4.2132 -9.4489
H: 0.5124 3.4135 -12.2471
H: 1.4822 4.3970 -11.1138
H: -1.2629 5.0012 -12.1476
H: 0.2713 5.7791 -12.5435
H: -0.7133 8.0750 -11.8410
H: -1.7555 7.8893 -10.3656
H: -2.2039 7.0287 -11.7219
C: -3.8094 1.8544 5.5306
O: -4.9453 2.6478 5.0565
C: -5.4258 2.1636 3.7907
C: -6.2159 0.8386 3.8994
N: -7.0472 0.5511 2.7185
C: -6.3804 0.3811 1.4185
C: -5.4525 -0.8070 1.3058
O: -6.1659 -2.0416 1.2136
C: -5.4300 -3.1939 0.8741
H: -3.9886 0.7794 5.5498
H: -3.4649 2.1096 6.5327
H: -2.9791 2.1265 4.8790
H: -4.6022 2.0453 3.0866
H: -6.1330 2.8625 3.3440
H: -6.9095 0.8890 4.7388
H: -5.6236 -0.0389 4.1587
H: -7.7577 -0.1192 2.9753
H: -5.8408 1.2503 1.0424
H: -7.1524 0.2295 0.6641
H: -4.9016 -0.8428 2.2457
H: -4.7831 -0.7282 0.4492
H: -4.6356 -3.2965 1.6134
H: -4.9687 -3.1497 -0.1125
H: -6.0953 -4.0556 0.9288
C: 7.3052 -14.1545 9.5404
O: 6.4591 -13.4982 8.5895
C: 6.0913 -12.2728 9.1891
C: 5.0637 -11.5856 8.2513
N: 5.6239 -11.2211 6.9650
C: 4.6026 -10.7185 6.0710
C: 5.3139 -10.3199 4.7849
O: 4.3659 -9.5972 4.0049
C: 4.7327 -9.4606 2.6333
H: 6.9484 -14.2260 10.5679
H: 8.2742 -13.6553 9.5419
H: 7.6763 -15.1135 9.1789
H: 6.8880 -11.5353 9.2868
H: 5.5862 -12.3819 10.1488
H: 4.5997 -10.7439 8.7653
H: 4.2997 -12.3426 8.0741
H: 5.8188 -12.1050 6.5168
H: 3.9731 -9.9366 6.4958
H: 3.9451 -11.5381 5.7810
H: 5.6267 -11.1871 4.2035
H: 6.1198 -9.6113 4.9762
H: 5.6084 -8.8182 2.5405
H: 3.8626 -9.0526 2.1190
H: 4.9845 -10.4273 2.1972
C: 4.9409 0.4134 -5.5270
O: 4.5872 1.7584 -5.5386
C: 5.3232 2.6128 -4.6933
C: 4.9418 4.1280 -4.9729
N: 3.5570 4.5329 -4.6920
C: 3.3216 5.9644 -5.0157
C: 1.7972 6.2513 -5.0616
O: 1.0532 5.3712 -5.9522
C: -0.2733 5.8795 -6.0248
H: 6.0177 0.2604 -5.5986
H: 4.3880 -0.1324 -6.2916
H: 4.6458 0.1592 -4.5090
H: 6.3513 2.6001 -5.0552
H: 5.3172 2.3800 -3.6285
H: 5.2668 4.4050 -5.9758
H: 5.5865 4.7018 -4.3072
H: 3.0139 4.0154 -5.3683
H: 3.6608 6.1883 -6.0271
H: 3.7032 6.6077 -4.2228
H: 1.6200 7.2554 -5.4469
H: 1.3445 6.2709 -4.0703
H: -0.8641 5.1957 -6.6344
H: -0.3255 6.7815 -6.6346
H: -0.7662 6.0896 -5.0756
C: -3.5543 -3.2268 5.4567
O: -4.8151 -3.8762 5.5042
C: -5.2198 -4.4902 6.6953
C: -6.6726 -5.1197 6.6748
N: -7.6195 -4.0917 6.2062
C: -8.9255 -4.6723 5.9961
C: -9.9650 -3.6039 5.6753
O: -9.8598 -2.9823 4.3474
C: -10.0794 -3.9169 3.2733
H: -2.6909 -3.8833 5.3484
H: -3.3756 -2.7214 6.4058
H: -3.4430 -2.4847 4.6662
H: -5.0837 -3.6892 7.4218
H: -4.4740 -5.2293 6.9880
H: -6.8388 -5.4865 7.6877
H: -6.6933 -5.9426 5.9603
H: -7.1786 -3.7810 5.3523
H: -9.3343 -5.1412 6.8911
H: -8.9011 -5.4390 5.2217
H: -9.8280 -2.8128 6.4125
H: -10.9199 -4.1199 5.7756
H: -9.3084 -4.6825 3.1867
H: -10.1290 -3.3023 2.3745
H: -11.1161 -4.2387 3.3725
C: 6.4817 1.8018 4.2183
O: 7.5779 1.1158 4.8491
C: 8.0546 0.0506 4.0417
C: 9.0247 0.6643 2.9532
N: 9.8456 -0.3279 2.2682
C: 9.0229 -1.2352 1.4657
C: 9.8646 -1.6210 0.1989
O: 10.3701 -0.4721 -0.5193
C: 11.0903 -0.8818 -1.6882
H: 6.7718 2.4617 3.4006
H: 5.9414 2.3832 4.9654
H: 5.6620 1.1888 3.8436
H: 7.2853 -0.6027 3.6299
H: 8.5665 -0.5676 4.7791
H: 9.6594 1.4600 3.3430
H: 8.3487 1.2073 2.2927
H: 10.3697 0.1722 1.5643
H: 8.0768 -0.7846 1.1655
H: 8.8123 -2.1508 2.0184
H: 9.2120 -2.2202 -0.4362
H: 10.6974 -2.2638 0.4839
H: 11.3075 0.0657 -2.1813
H: 10.3996 -1.3783 -2.3697
H: 11.9822 -1.4182 -1.3641
C: -0.2417 2.4652 -0.1994
C: 1.0426 1.8464 0.3504
C: 1.3816 0.5085 -0.3390
O: 0.3875 -0.4558 -0.1316
C: 0.9243 -1.7291 -0.3557
N: 2.1059 2.8312 0.3100
H: -0.4835 3.4028 0.3011
H: -1.0324 1.7414 -0.0023
H: -0.1846 2.6211 -1.2767
H: 0.7798 1.6541 1.3906
H: 2.3394 0.1532 0.0410
H: 1.6406 0.5899 -1.3946
H: 1.5998 -2.0450 0.4394
H: 1.4516 -1.7933 -1.3075
H: 0.1763 -2.5197 -0.4150
H: 2.4618 2.8529 -0.6349
H: 1.8596 3.8018 0.4418
C: -6.2234 8.7019 -0.9618
C: -7.2204 9.8423 -1.1869
C: -7.3638 10.2114 -2.6714
O: -6.2633 10.9536 -3.0406
C: -6.3381 11.3378 -4.4133
N: -8.4770 9.3332 -0.7255
H: -6.1838 8.4303 0.0930
H: -5.2329 9.0311 -1.2760
H: -6.4550 7.8495 -1.6005
H: -7.0070 10.7479 -0.6190
H: -8.2794 10.7641 -2.8819
H: -7.5620 9.3292 -3.2801
H: -5.4298 11.8575 -4.7184
H: -7.1716 12.0117 -4.6112
H: -6.5010 10.5227 -5.1184
H: -9.1632 10.0493 -0.9163
H: -8.4495 9.2143 0.2771

Cartesian forces (eV/Å) of the 2 atoms listed first:
C -0.16 -1.62 -0.79
O 0.12 0.63 0.23

SMILES string: COC[C@H](C)N.COC[C@H](C)N.COCCNCCOC.COCCNCCOC.COCCNCCOC.COCCNCCOC.COCCNCCOC.COCCNCCOC
Total charge: 0
Molecular weight in g/mol: 977.422
Gap between HOMO and LUMO in eV: 8.670
E in eV: -88016.1838
HOMO energy in eV: -8.29
Lowest unoccupied orbital energy in eV: 0.4